# 1
110
Properties=species:S:1:pos:R:3:mulliken_charge:R:1 method="wB97M-V/def2-TZVPD" total_energy_ev=-106997.786 total_charge=+2 max_force_ev_per_a=0.8
Sn 0.53 0.50 0.10 -0.60
C 3.50 -1.01 2.10 0.09
C 2.49 -1.66 3.03 -0.98
S 0.78 -1.04 2.86 0.16
C -0.17 -2.58 2.72 -0.82
C 0.14 -3.49 1.55 -1.27
S 0.20 -2.66 -0.08 0.59
C 1.77 -3.29 -0.75 -0.57
C 3.03 -2.93 0.02 -1.00
S 3.21 -1.14 0.31 0.12
H 4.49 -1.42 2.30 0.58
H 3.52 0.07 2.27 -0.49
H 2.80 -1.46 4.06 0.61
H 2.45 -2.74 2.91 0.43
H -1.20 -2.23 2.67 0.40
H -0.05 -3.13 3.66 0.52
H -0.64 -4.26 1.49 0.57
H 1.10 -4.00 1.67 0.49
H 1.81 -2.88 -1.76 -0.03
H 1.69 -4.37 -0.83 0.60
H 3.90 -3.26 -0.56 0.61
H 3.08 -3.41 1.00 0.44
C -10.71 8.99 -0.20 -0.85
O -9.32 9.30 -0.14 -0.45
C -8.44 8.30 -0.18 0.90
C -7.09 8.67 -0.25 -0.60
C -6.10 7.72 -0.30 -0.54
C -6.43 6.35 -0.27 0.31
C -7.77 5.99 -0.20 -0.78
C -8.77 6.94 -0.15 -0.63
C -5.35 5.38 -0.33 0.27
N -4.07 5.69 -0.50 -0.84
C -3.40 4.52 -0.48 0.46
C -4.27 3.45 -0.30 -0.03
N -5.50 4.02 -0.20 -0.07
C -3.82 2.10 -0.22 0.88
C -4.65 0.98 -0.09 -0.85
C -4.09 -0.27 0.00 -1.37
C -2.70 -0.39 -0.02 -0.34
N -1.90 0.65 -0.15 0.93
C -2.42 1.89 -0.29 -0.12
C -1.51 2.98 -0.53 -0.37
N -0.20 2.71 -0.66 0.65
C 0.65 3.70 -0.87 -0.66
C 0.25 5.03 -1.00 -1.28
C -1.09 5.33 -0.90 -0.64
C -2.00 4.30 -0.64 0.99
H -11.22 9.94 -0.29 0.25
H -11.04 8.48 0.71 0.34
H -10.94 8.36 -1.07 0.35
H -6.85 9.72 -0.27 0.44
H -5.06 8.00 -0.36 0.47
H -8.06 4.94 -0.18 0.23
H -9.80 6.63 -0.09 0.42
H -6.38 3.55 -0.05 0.21
H -5.73 1.11 -0.05 0.48
H -4.71 -1.15 0.08 0.52
H -2.23 -1.36 0.08 0.28
H 1.70 3.43 -0.95 0.52
H 0.99 5.80 -1.20 0.56
H -1.46 6.34 -1.01 0.63
C -4.30 1.34 -4.76 -0.63
C -3.22 2.19 -4.89 -0.80
C -1.97 1.81 -4.40 -0.44
C -1.81 0.57 -3.79 1.04
C -2.91 -0.26 -3.63 -0.51
C -4.15 0.12 -4.12 -0.81
Sb 0.07 -0.05 -2.96 1.19
C 1.43 1.22 -4.00 0.19
C 1.30 1.50 -5.36 -0.31
C 2.20 2.35 -5.98 -0.74
C 3.24 2.92 -5.25 -0.60
C 3.39 2.61 -3.91 -0.66
C 2.48 1.77 -3.29 -0.73
C 0.41 -1.88 -4.02 0.74
C 1.50 -2.02 -4.88 -0.37
C 1.74 -3.23 -5.50 -0.73
C 0.91 -4.32 -5.26 -0.54
C -0.17 -4.19 -4.40 -0.79
C -0.42 -2.98 -3.77 -0.29
H -5.27 1.63 -5.15 0.44
H -3.33 3.14 -5.38 0.46
H -1.14 2.49 -4.49 0.46
H -2.80 -1.22 -3.14 0.20
H -5.00 -0.55 -4.02 0.47
H 0.52 1.04 -5.94 0.57
H 2.10 2.58 -7.03 0.43
H 3.95 3.58 -5.74 0.42
H 4.22 3.03 -3.35 0.45
H 2.61 1.51 -2.24 0.50
H 2.15 -1.17 -5.07 0.40
H 2.58 -3.33 -6.18 0.44
H 1.10 -5.27 -5.75 0.42
H -0.83 -5.03 -4.22 0.44
H -1.25 -2.89 -3.09 0.19
C 3.45 3.41 2.82 -0.85
N 2.07 3.81 3.11 0.17
C 1.84 5.08 3.80 -1.06
C 1.08 3.03 2.67 0.32
C -0.34 3.34 3.06 -0.79
O 1.33 2.01 1.98 -0.02
H 4.12 3.91 3.51 0.41
H 3.73 3.68 1.80 0.28
H 3.55 2.34 2.94 0.09
H 2.80 5.58 3.93 0.35
H 1.40 4.93 4.79 0.33
H 1.20 5.74 3.22 0.39
H -0.47 4.28 3.57 0.53
H -0.66 2.53 3.72 0.25
H -0.97 3.31 2.18 -0.02



# 2
132
Properties=species:S:1:pos:R:3:mulliken_spin:R:1 method="wB97M-V/def2-TZVPD" total_energy_ev=-186683.977 total_charge=+3 multiplicity=5 max_force_ev_per_a=3.0
Os 0.09 0.12 -0.72 2.64
C -4.91 -1.89 0.34 0.00
C -4.54 -0.86 1.39 0.00
C -4.97 -1.27 2.79 0.00
O -3.09 -0.67 1.30 0.01
P -2.30 0.60 1.77 0.01
O -1.38 1.09 0.69 0.11
C -1.36 0.17 3.27 0.01
P 0.19 -0.64 2.76 0.00
O 0.83 0.09 1.62 0.29
O -0.15 -2.09 2.30 0.04
C -0.56 -3.32 3.01 0.00
C -2.06 -3.46 2.94 0.00
C -0.06 -3.42 4.44 0.00
O 1.12 -0.81 4.00 0.00
C 1.74 0.15 4.92 0.00
C 1.75 1.57 4.38 0.00
C 1.04 0.04 6.26 0.00
O -3.44 1.61 2.13 0.00
C -3.37 2.99 2.63 0.00
C -2.16 3.73 2.10 0.00
C -3.44 3.00 4.15 0.00
H -6.00 -1.95 0.27 0.00
H -4.53 -2.87 0.62 0.00
H -4.51 -1.61 -0.63 0.00
H -5.01 0.10 1.15 0.00
H -4.62 -2.27 3.03 0.00
H -6.06 -1.27 2.83 0.00
H -4.60 -0.56 3.53 0.00
H -1.95 -0.48 3.91 0.00
H -1.12 1.09 3.81 0.00
H -0.08 -4.10 2.41 0.00
H -2.55 -2.83 3.69 0.00
H -2.34 -4.50 3.13 0.00
H -2.43 -3.18 1.95 0.00
H -0.50 -2.66 5.07 0.00
H 1.03 -3.33 4.49 0.00
H -0.34 -4.40 4.83 0.00
H 2.76 -0.22 5.02 0.00
H 0.78 2.06 4.53 0.00
H 1.99 1.56 3.32 0.00
H 2.50 2.15 4.91 0.00
H -0.01 0.34 6.20 0.00
H 1.54 0.70 6.98 0.00
H 1.09 -0.97 6.65 0.00
H -4.28 3.44 2.24 0.00
H -1.23 3.26 2.43 0.00
H -2.18 4.76 2.46 0.00
H -2.18 3.74 1.01 0.00
H -2.51 2.66 4.61 0.00
H -4.26 2.37 4.50 0.00
H -3.63 4.02 4.49 0.00
S -1.82 3.85 -3.54 0.01
C -3.02 3.30 -2.46 0.01
C -2.54 2.30 -1.69 0.01
N -1.23 1.97 -1.93 0.06
C -0.74 2.71 -2.88 0.02
H -4.01 3.75 -2.44 0.00
H -3.09 1.80 -0.91 0.00
H 0.28 2.63 -3.22 0.00
C -1.42 -3.73 -0.70 0.00
N -1.76 -3.23 -2.03 0.02
C -1.81 -4.24 -3.08 0.00
C -2.14 -1.95 -2.21 0.02
N -1.67 -0.99 -1.43 0.16
N -3.02 -1.68 -3.20 0.02
C -3.03 -0.38 -3.85 0.00
C -4.15 -2.54 -3.54 0.00
H -2.22 -4.38 -0.34 0.00
H -1.28 -2.90 -0.02 0.00
H -0.50 -4.32 -0.75 0.00
H -1.91 -3.77 -4.05 0.00
H -2.62 -4.95 -2.93 0.00
H -0.87 -4.79 -3.07 0.00
H -2.28 -0.18 -1.46 -0.04
H -2.04 0.07 -3.80 0.00
H -3.76 0.30 -3.42 0.00
H -3.28 -0.52 -4.90 0.00
H -4.23 -3.36 -2.83 0.00
H -4.05 -2.94 -4.55 0.00
H -5.06 -1.95 -3.50 0.00
C 1.77 2.00 -4.93 0.01
Si 3.12 1.22 -3.88 0.02
C 3.47 -0.55 -4.43 0.02
C 4.68 2.26 -3.95 0.01
As 2.16 1.15 -1.27 0.21
Si 4.32 0.16 -0.12 0.05
C 4.72 -1.43 -1.06 0.02
C 5.61 1.48 -0.47 0.02
C 4.03 -0.12 1.71 0.03
Si 2.27 3.56 -0.45 0.04
C 3.00 3.44 1.28 0.02
C 0.54 4.31 -0.41 -0.02
C 3.40 4.49 -1.64 0.01
H 2.10 1.95 -5.97 0.00
H 1.61 3.05 -4.70 0.00
H 0.82 1.46 -4.87 0.00
H 4.37 -0.54 -5.05 0.00
H 2.66 -0.93 -5.04 0.00
H 3.65 -1.25 -3.62 0.00
H 5.07 2.15 -4.97 0.00
H 5.47 1.93 -3.27 0.00
H 4.50 3.32 -3.79 0.00
H 4.01 -1.65 -1.86 -0.01
H 4.73 -2.28 -0.38 0.00
H 5.71 -1.35 -1.51 0.00
H 6.00 1.41 -1.49 0.00
H 6.46 1.32 0.20 0.00
H 5.26 2.50 -0.31 0.00
H 2.97 -0.23 1.94 -0.02
H 4.44 0.68 2.32 0.00
H 4.51 -1.06 2.00 0.00
H 2.24 3.11 1.98 0.00
H 3.35 4.43 1.59 0.00
H 3.85 2.75 1.34 -0.01
H -0.19 3.56 -0.11 0.02
H 0.25 4.72 -1.38 0.00
H 0.52 5.12 0.32 0.00
H 4.35 3.98 -1.80 0.00
H 3.64 5.47 -1.20 0.00
H 2.93 4.68 -2.60 0.00
F 0.36 -0.78 -3.72 -0.02
C 0.91 -1.74 -2.96 -0.01
C 1.06 -1.47 -1.60 0.15
C 1.67 -2.47 -0.86 0.07
F 1.94 -2.27 0.43 0.01
C 2.07 -3.68 -1.42 -0.05
F 2.64 -4.60 -0.65 0.00
C 1.88 -3.91 -2.77 0.04
F 2.25 -5.05 -3.31 0.00
C 1.30 -2.92 -3.55 -0.03
F 1.13 -3.10 -4.85 0.00



# 3
51
Properties=species:S:1:pos:R:3:mulliken_charge:R:1 method="wB97M-V/def2-TZVPD" total_charge=+1 e_above_lowest_ev=13.164 max_force_ev_per_a=5.0
C 0.00 3.72 0.12 -0.64
C 0.72 4.51 1.12 -0.30
C 0.72 3.89 2.61 0.63
O -0.20 4.25 3.38 -0.47
O 1.68 2.95 3.10 -0.37
C 1.17 1.58 2.95 0.46
C 2.39 0.58 3.22 -0.61
C 1.98 -0.96 3.41 -0.79
C 0.51 -1.35 2.89 -0.92
C 0.29 -1.18 1.30 -0.16
C -1.14 -0.40 1.14 -0.88
N -1.76 -0.74 -0.22 0.37
C -3.28 -0.84 -0.10 -0.58
O -3.84 0.16 0.76 -0.10
N -4.06 1.34 0.09 0.18
O -3.83 2.21 0.89 -0.26
C -1.32 0.25 -1.28 -0.13
C -0.53 -0.39 -2.50 0.62
C -0.59 0.29 -3.92 -0.64
C 0.16 -0.35 -5.15 -0.48
C 0.99 -1.68 -5.02 -0.63
C 1.08 -2.34 -3.62 0.39
C 1.88 -3.71 -3.30 -1.00
C 0.34 -1.69 -2.43 -0.15
H 0.58 2.83 -0.32 0.38
H -1.09 3.95 -0.13 0.28
H 1.23 5.49 0.86 0.35
H 0.92 1.48 1.82 -0.43
H 0.23 1.37 3.55 0.26
H 2.89 0.93 4.20 0.30
H 3.18 0.62 2.38 0.31
H 2.01 -1.18 4.54 0.35
H 2.79 -1.65 2.94 0.26
H 0.30 -2.45 3.16 0.44
H -0.23 -0.72 3.50 0.36
H 1.15 -0.63 0.78 0.26
H 0.20 -2.25 0.88 0.42
H -1.03 0.73 1.28 0.20
H -1.81 -0.85 1.96 0.47
H -1.45 -1.72 -0.41 0.45
H -3.77 -0.94 -1.12 0.43
H -3.45 -1.86 0.43 0.38
H -0.76 1.15 -0.84 -0.30
H -2.30 0.70 -1.72 0.48
H -1.16 1.27 -4.12 0.30
H 0.14 0.13 -6.20 0.31
H 1.54 -2.17 -5.89 0.33
H 2.68 -3.53 -2.50 0.29
H 2.29 -4.17 -4.26 0.33
H 1.13 -4.45 -2.82 0.28
H 0.41 -2.18 -1.39 -0.04



# 4
44
Properties=species:S:1:pos:R:3:mulliken_spin:R:1 method="wB97M-V/def2-TZVPD" total_energy_ev=-73179.477 multiplicity=2 max_force_ev_per_a=0.4
Re -0.16 -0.08 -0.10 0.88
O 1.02 -0.88 1.20 -0.02
C 0.64 -1.05 2.48 0.03
C 1.19 -2.13 3.18 -0.02
C 0.84 -2.36 4.49 0.02
C -0.04 -1.50 5.16 -0.01
C -0.56 -0.42 4.50 0.02
C -0.25 -0.17 3.14 0.01
C -0.71 1.05 2.55 0.06
N -0.62 1.29 1.29 -0.06
N -0.77 2.61 0.86 -0.01
C -0.25 2.70 -0.32 0.01
O 0.29 1.65 -0.93 0.01
C -0.20 3.99 -1.04 -0.01
C -0.77 5.13 -0.47 0.00
C -0.72 6.33 -1.15 0.00
C -0.11 6.40 -2.40 0.00
C 0.44 5.26 -2.97 0.00
C 0.40 4.06 -2.29 0.00
H 1.87 -2.78 2.65 0.00
H 1.26 -3.21 5.01 0.00
H -0.30 -1.69 6.19 0.00
H -1.22 0.27 5.01 0.00
H -1.07 1.86 3.19 0.00
H -1.24 5.06 0.50 0.00
H -1.16 7.22 -0.72 0.00
H -0.08 7.34 -2.93 0.00
H 0.91 5.32 -3.94 0.00
H 0.83 3.16 -2.72 0.00
C -0.61 -1.61 -3.85 0.00
S -0.50 -2.48 -2.33 0.01
O -1.94 -2.39 -1.74 0.01
O -0.19 -3.85 -2.57 0.00
O 0.42 -1.75 -1.46 0.01
H -1.35 -2.12 -4.47 0.00
H 0.38 -1.66 -4.31 0.00
H -0.90 -0.59 -3.63 0.00
Cl -4.46 -1.00 -2.50 0.00
C -3.78 -1.12 -0.88 0.00
Cl -4.29 0.24 0.13 0.00
C -2.25 -1.14 -0.92 0.03
O -1.68 -1.30 0.30 0.02
O -1.66 -0.07 -1.48 0.02
H -4.15 -2.03 -0.42 0.00



# 5
19
Properties=species:S:1:pos:R:3:mulliken_charge:R:1 method="wB97M-V/def2-TZVPD" e_above_lowest_ev=8.091 max_force_ev_per_a=8.4
H -1.04 -1.76 -1.72 0.32
N -0.98 -2.31 -0.69 -0.60
C -0.60 -1.81 0.50 -0.09
N -0.20 -0.47 0.93 0.28
C 0.99 -0.23 1.58 0.04
C 1.90 -1.13 1.81 -0.61
C -0.68 0.46 0.17 -1.39
C 0.17 0.60 -1.19 0.06
N 0.18 1.68 -1.90 -0.49
N -0.81 2.68 -1.80 -0.46
H -0.83 -2.57 1.55 0.30
H 1.25 0.96 1.48 0.24
H 3.03 -0.66 2.26 0.19
H 1.76 -2.24 1.57 0.27
H -1.84 0.46 0.10 0.33
H -0.71 1.39 0.85 0.56
H 0.91 -0.20 -1.46 0.46
H -1.48 2.46 -0.99 0.27
H -1.01 2.68 -3.03 0.33



# 6
21
Properties=species:S:1:pos:R:3:mulliken_charge:R:1 method="wB97M-V/def2-TZVPD" total_charge=+1 e_above_lowest_ev=2.937 max_force_ev_per_a=0.7
C 2.27 -0.86 -0.62 -0.88
N 0.83 -0.81 -0.53 0.07
C 0.00 -1.33 -1.42 0.09
N -1.23 -1.57 -1.10 -0.20
C -2.23 -1.02 -0.59 -0.07
C -2.60 0.42 -0.74 -0.03
N -2.28 1.41 -0.04 -0.42
C -1.42 1.42 1.10 -0.69
C 0.04 1.09 0.76 -0.51
N 0.23 -0.36 0.65 -0.33
H 2.57 -1.08 -1.64 0.31
H 2.69 0.10 -0.33 0.33
H 2.67 -1.63 0.04 0.36
H 0.39 -1.70 -2.36 0.38
H -2.98 -1.66 -0.13 0.41
H -3.28 0.59 -1.57 0.41
H -1.77 0.72 1.87 0.36
H -1.47 2.43 1.50 0.37
H 0.30 1.57 -0.19 0.37
H 0.68 1.51 1.54 0.40
H 0.71 -0.73 1.47 0.27



# 7
57
Properties=species:S:1:pos:R:3:mulliken_charge:R:1 method="wB97M-V/def2-TZVPD" e_above_lowest_ev=0.000 max_force_ev_per_a=0.8
C -0.78 5.98 -1.78 -1.08
C -0.48 4.96 -0.69 -0.48
O -0.70 3.63 -1.11 -0.44
C 0.24 2.99 -1.86 0.74
C 1.47 3.52 -2.26 -0.10
C 2.36 2.74 -2.98 -1.02
C 2.06 1.43 -3.32 0.42
C 3.09 0.55 -3.96 -1.25
C 4.06 0.04 -2.87 -0.85
N 3.33 -0.42 -1.71 -0.14
C 3.12 0.42 -0.66 0.18
O 3.81 1.40 -0.45 -0.64
C 1.98 0.05 0.23 0.77
C 1.31 1.10 0.86 -1.25
C 0.21 0.86 1.66 -0.84
C -0.21 -0.46 1.86 0.63
C -1.36 -0.74 2.72 0.49
O -2.02 0.10 3.29 -0.73
N -1.66 -2.11 2.85 0.08
C -0.93 -3.06 2.21 0.77
N 0.08 -2.82 1.45 -0.62
C 0.47 -1.52 1.26 0.09
C 1.57 -1.26 0.43 -0.31
C -1.31 -4.50 2.37 -1.13
C -2.66 -4.84 1.72 -0.57
C -3.85 -4.49 2.61 -0.69
C -3.97 -3.00 2.91 -0.65
C -2.79 -2.45 3.70 -1.14
C 0.82 0.92 -2.94 -0.19
C -0.07 1.68 -2.22 -0.61
H -0.11 5.84 -2.63 0.31
H -1.80 5.86 -2.13 0.31
H -0.65 6.98 -1.39 0.38
H 0.54 5.08 -0.30 0.33
H -1.18 5.09 0.14 0.39
H 1.75 4.53 -2.01 0.41
H 3.31 3.16 -3.26 0.36
H 2.61 -0.31 -4.44 0.34
H 3.66 1.09 -4.72 0.38
H 4.69 0.86 -2.52 0.42
H 4.69 -0.77 -3.25 0.38
H 2.63 -1.12 -1.88 0.29
H 1.67 2.10 0.70 0.61
H -0.33 1.66 2.14 0.49
H 2.09 -2.10 0.00 0.63
H -0.52 -5.08 1.88 0.32
H -1.33 -4.78 3.42 0.39
H -2.69 -5.91 1.51 0.32
H -2.74 -4.31 0.77 0.39
H -4.77 -4.82 2.11 0.34
H -3.77 -5.04 3.55 0.29
H -4.88 -2.83 3.49 0.35
H -4.07 -2.44 1.98 0.38
H -2.47 -3.16 4.47 0.43
H -3.07 -1.51 4.18 0.49
H 0.56 -0.10 -3.20 0.39
H -1.02 1.28 -1.91 0.45



# 8
56
Properties=species:S:1:pos:R:3:mulliken_charge:R:1 method="wB97M-V/def2-TZVPD" total_charge=+1 e_above_lowest_ev=2.009 max_force_ev_per_a=3.8
C -0.93 1.29 -4.43 -1.13
C -1.07 0.91 -3.07 1.50
N -0.09 1.29 -2.16 -0.01
C 0.75 2.28 -2.49 0.56
C 0.81 2.78 -3.79 -0.85
C 0.01 2.23 -4.79 -0.43
C -2.21 0.18 -2.68 -1.42
P -2.63 -0.10 -0.97 0.98
Zr -0.22 0.36 0.06 -0.02
P 1.99 1.85 0.01 1.31
C 1.64 2.93 -1.43 -1.04
O 0.01 -3.90 -5.29 -0.63
O 0.13 -5.32 -0.04 -0.61
H -1.64 0.86 -5.14 0.39
H 1.49 3.61 -3.99 0.43
H 0.08 2.57 -5.82 0.42
C -4.22 0.77 -0.73 -1.32
C -3.17 -1.85 -0.93 -1.17
H 2.60 3.24 -1.87 0.52
H 1.14 3.84 -1.05 0.43
H -0.80 -3.55 -5.69 0.32
H -2.85 -0.17 -3.50 0.27
C 2.43 2.94 1.38 -1.39
C 3.60 1.19 -0.50 -1.50
H 1.46 -0.50 -0.22 -0.24
H 0.94 -5.06 0.42 0.32
H -0.26 -4.49 -0.34 0.30
H 0.61 -3.13 -5.27 0.31
H -0.88 1.95 0.54 0.11
H 1.06 -0.79 -0.87 0.56
H -4.98 0.27 -1.34 0.39
H -4.50 0.74 0.33 0.40
H -4.09 1.81 -1.06 0.37
H -3.80 -2.04 -1.81 0.44
H -2.30 -2.52 -0.94 0.20
H -3.75 -2.06 -0.02 0.39
H 4.35 1.98 -0.39 0.46
H 3.85 0.34 0.15 0.42
H 3.57 0.85 -1.54 0.40
H 3.39 3.44 1.16 0.46
H 1.64 3.68 1.54 0.37
H 2.53 2.33 2.28 0.40
Br -0.40 1.47 3.43 -0.12
C -0.10 -0.13 4.46 0.25
C -0.42 -0.11 5.82 -0.54
C -0.06 -1.18 6.65 -0.53
C 0.59 -2.29 6.12 -0.55
C 0.84 -2.35 4.75 -0.57
C 0.46 -1.30 3.90 0.76
C 0.76 -1.47 2.44 0.28
O 1.73 -2.11 2.05 -0.60
O -0.10 -0.86 1.61 -0.65
H -0.93 0.76 6.24 0.41
H -0.30 -1.13 7.72 0.38
H 0.89 -3.12 6.76 0.39
H 1.34 -3.22 4.30 0.42